{
  "formula": "C6H11N3",
  "method": "ωB97M-V with the def2-TZVPD basis set",
  "species": ["C", "N", "C", "N", "H", "H", "H", "H", "C", "C", "C", "C", "N", "H", "H", "H", "H", "H", "H", "H"],
  "xyz": [[-0.536, -0.660, 2.134], [-1.543, -1.402, 2.845], [-0.640, -0.559, 0.604], [-1.499, -1.139, -0.060], [-2.458, -0.983, 2.733], [-1.607, -2.351, 2.495], [0.456, -1.097, 2.293], [-0.484, 0.360, 2.524], [1.365, 1.406, -2.175], [0.296, 0.497, -1.649], [0.533, 0.394, 0.059], [-0.644, -0.152, -2.193], [1.753, -0.056, 0.370], [2.319, 0.684, 0.784], [0.268, 1.420, 0.378], [1.333, 2.374, -1.666], [2.334, 0.949, -1.962], [1.257, 1.563, -3.247], [-1.302, -0.925, -1.174], [-1.204, -0.324, -3.093]],
  "nbo_charge": [-0.26, -0.81, 0.28, -0.47, 0.36, 0.36, 0.23, 0.21, -0.64, 0.00, -0.11, -0.26, -0.61, 0.32, 0.18, 0.22, 0.24, 0.22, 0.29, 0.25],
  "e_lumo_ev": [-0.716, -0.940],
  "e_above_lowest_kj_mol": 540.34,
  "homo_lumo_gap_ha": [0.3061, 0.2644]
}

{
  "formula": "C6H11N3",
  "method": "ωB97M-V with the def2-TZVPD basis set",
  "species": ["C", "C", "C", "C", "N", "C", "C", "N", "N", "H", "H", "H", "H", "H", "H", "H", "H", "H", "H", "H"],
  "xyz": [[-0.276, 0.713, -0.704], [0.067, 0.329, -2.135], [-1.348, -0.159, -0.121], [0.971, 0.292, 0.341], [1.811, -0.711, -0.128], [-1.064, -1.437, 1.863], [1.379, 1.218, 1.224], [-0.704, -1.087, 0.701], [-2.608, -0.036, -0.146], [-0.549, 1.765, -0.610], [2.688, -0.785, 0.366], [1.360, -1.595, -0.312], [-2.923, 0.727, -0.741], [0.984, 0.826, -2.444], [0.218, -0.743, -2.229], [-0.742, 0.615, -2.808], [-0.515, -2.230, 2.353], [-1.883, -0.947, 2.386], [2.336, 1.148, 1.716], [0.797, 2.098, 1.430]],
  "nbo_charge": [-0.30, -0.60, 0.42, 0.24, -0.85, 0.03, -0.53, -0.47, -0.66, 0.23, 0.38, 0.39, 0.34, 0.23, 0.21, 0.21, 0.17, 0.17, 0.19, 0.20],
  "e_lumo_ev": 0.441,
  "e_above_lowest_kj_mol": 239.85,
  "homo_lumo_gap_ha": 0.3174,
  "smiles": "[H]/N=C(/N=C)[C@H](C)C(=C)N"
}

{
  "formula": "C6H11N3O",
  "method": "ωB97M-V with the def2-TZVPD basis set",
  "species": ["C", "C", "O", "N", "H", "H", "H", "H", "H", "C", "C", "C", "C", "N", "N", "H", "H", "H", "H", "H", "H"],
  "xyz": [[-1.892, -0.218, -1.863], [-1.971, -0.846, -0.548], [-1.165, -1.584, -0.117], [-3.255, -0.704, 0.101], [-2.749, 0.304, -2.201], [-1.715, -0.909, -2.673], [-3.306, -0.927, 1.072], [-4.011, -0.083, -0.099], [-0.965, 0.417, -1.870], [1.329, 1.565, 2.094], [1.559, 0.702, -0.347], [1.771, 0.612, 1.094], [2.381, -1.310, 0.258], [2.035, -0.512, -0.863], [2.185, -0.654, 1.449], [1.239, 1.474, -1.017], [2.154, -0.509, -1.854], [1.562, 1.406, 3.205], [0.212, 1.662, 2.265], [2.694, -2.307, 0.091], [1.909, 2.421, 1.822]],
  "nbo_charge": [-0.72, 0.69, -0.56, -0.87, 0.22, 0.24, 0.39, 0.38, 0.24, -0.66, -0.14, 0.09, 0.17, -0.53, -0.44, 0.21, 0.42, 0.23, 0.23, 0.20, 0.23],
  "e_lumo_ev": 0.747,
  "e_above_lowest_kj_mol": 177.75,
  "homo_lumo_gap_ha": 0.3215,
  "smiles": "Cc1c[nH]cn1.CC(N)=O"
}

{
  "formula": "C6H11N3O",
  "method": "ωB97M-V with the def2-TZVPD basis set",
  "species": ["C", "C", "O", "N", "H", "H", "H", "H", "H", "C", "C", "C", "C", "N", "N", "H", "H", "H", "H", "H", "H"],
  "xyz": [[-1.947, 0.069, -0.751], [-1.997, -1.369, -0.299], [-1.649, -2.301, -0.999], [-2.434, -1.586, 0.978], [-2.764, 0.266, -1.451], [-1.020, 0.203, -1.294], [-2.607, -2.559, 1.180], [-3.032, -0.944, 1.469], [-1.971, 0.710, 0.122], [1.325, 1.896, 1.485], [1.486, 0.938, -0.922], [1.632, 0.889, 0.424], [2.148, -1.054, -0.322], [1.880, -0.277, -1.429], [2.039, -0.385, 0.774], [1.172, 1.795, -1.502], [1.457, -0.631, -2.274], [2.016, 2.738, 1.486], [1.442, 1.379, 2.436], [2.521, -2.045, -0.522], [0.302, 2.269, 1.410]],
  "nbo_charge": [-0.71, 0.68, -0.62, -0.82, 0.24, 0.24, 0.40, 0.39, 0.21, -0.64, -0.12, 0.09, 0.18, -0.54, -0.46, 0.21, 0.42, 0.22, 0.24, 0.20, 0.21],
  "e_lumo_ev": 0.787,
  "e_above_lowest_kj_mol": 37.53,
  "homo_lumo_gap_ha": 0.3460,
  "smiles": "Cc1c[nH]cn1.CC(N)=O"
}

{
  "formula": "C6H11N3O2",
  "method": "ωB97M-V with the def2-TZVPD basis set",
  "species": ["C", "C", "C", "C", "C", "C", "H", "H", "H", "H", "H", "H", "H", "H", "H", "H", "H", "N", "N", "N", "O", "O"],
  "xyz": [[-3.050, 0.612, 0.155], [-2.007, -1.509, 0.456], [-1.112, -1.491, -0.694], [-0.272, -1.314, -1.549], [2.394, 1.744, -0.629], [2.501, -0.634, 1.261], [-3.871, 2.284, -0.306], [-3.554, 0.038, -0.626], [-1.372, 0.313, 1.241], [-1.583, -2.104, 1.295], [-2.957, -2.006, 0.178], [0.499, -1.144, -2.254], [1.685, 2.394, -1.175], [3.368, 1.814, -1.121], [2.501, 2.059, 0.406], [2.851, -1.279, -0.678], [3.074, -1.542, 1.587], [-3.207, 1.873, 0.354], [-2.215, -0.155, 0.911], [2.647, -0.475, -0.086], [1.833, 0.439, -0.721], [1.849, 0.081, 1.995]],
  "nbo_charge": [0.28, -0.30, -0.03, -0.24, -0.26, 0.51, 0.34, 0.14, 0.41, 0.24, 0.23, 0.24, 0.20, 0.17, 0.20, 0.39, 0.11, -0.71, -0.60, -0.35, -0.37, -0.59],
  "e_lumo_ev": 0.672,
  "e_above_lowest_kj_mol": 337.65,
  "homo_lumo_gap_ha": 0.3529,
  "smiles": "[H]/N=C/NCC#C.CONC=O"
}

{
  "formula": "C6H11N3O3",
  "method": "ωB97M-V with the def2-TZVPD basis set",
  "species": ["C", "C", "C", "C", "C", "C", "N", "N", "N", "O", "O", "O", "H", "H", "H", "H", "H", "H", "H", "H", "H", "H", "H"],
  "xyz": [[2.210, 0.339, 0.176], [1.686, -0.900, 0.126], [-0.022, 0.598, 0.024], [1.442, 2.631, -0.328], [-2.572, 0.404, -0.451], [-0.748, -1.814, 0.249], [-1.058, 1.295, -0.215], [1.195, 1.258, 0.145], [0.253, -0.785, 0.136], [2.234, -2.161, 0.325], [-2.982, 0.106, 0.881], [-1.057, -2.513, -0.963], [3.269, 0.471, 0.368], [2.095, 3.024, 0.516], [1.901, 2.698, -1.412], [0.380, 3.000, -0.365], [-2.444, -0.420, -0.982], [-3.139, 1.216, -0.854], [-1.770, -1.509, 0.651], [-0.395, -2.659, 1.074], [2.950, -2.214, 0.903], [-3.008, 0.749, 1.591], [-0.420, -2.815, -1.593]],
  "nbo_charge": [-0.16, 0.41, 0.56, -0.43, 0.13, 0.08, -0.62, -0.40, -0.47, -0.69, -0.77, -0.77, 0.22, 0.21, 0.20, 0.26, 0.18, 0.18, 0.26, 0.17, 0.49, 0.50, 0.49],
  "e_lumo_ev": 0.573,
  "e_above_lowest_kj_mol": 444.95,
  "homo_lumo_gap_ha": 0.2840,
  "smiles": "Cn1cc(O)n(CO)/c1=N\\CO"
}

{
  "formula": "C6H11N4O",
  "method": "ωB97M-V with the def2-TZVPD basis set",
  "species": ["C", "C", "C", "C", "C", "C", "N", "N", "N", "N", "O", "H", "H", "H", "H", "H", "H", "H", "H", "H", "H", "H"],
  "xyz": [[-1.546, -1.483, -0.322], [0.198, 0.382, 1.087], [1.284, 1.679, -1.915], [-2.054, -0.480, 0.820], [-1.268, 0.728, 0.738], [0.565, -0.845, 0.367], [-0.142, -1.617, -0.310], [1.024, 1.067, 1.793], [0.251, 1.955, -2.412], [2.058, -0.945, 0.148], [2.150, 1.228, -1.312], [-2.023, -2.362, -0.410], [-3.089, -0.185, 0.690], [-1.916, -1.181, 1.671], [-1.490, 1.492, 1.440], [-1.304, 1.128, -0.272], [1.951, 0.693, 2.230], [-1.643, -1.076, -1.372], [-0.235, 2.732, -2.981], [2.346, 0.093, -0.015], [2.280, -1.651, -0.659], [2.602, -1.353, 0.996]],
  "nbo_charge": [-0.24, 0.24, 0.88, -0.42, -0.47, 0.30, -0.31, -0.59, -0.74, -0.77, -0.59, 0.23, 0.25, 0.23, 0.26, 0.24, 0.37, 0.23, 0.48, 0.50, 0.48, 0.45],
  "e_lumo_ev": -3.986,
  "e_above_lowest_kj_mol": 129.63,
  "charge": 1,
  "homo_lumo_gap_ha": 0.3479
}

{
  "formula": "C6H11N6",
  "method": "ωB97M-V with the def2-TZVPD basis set",
  "species": ["C", "C", "C", "C", "C", "C", "N", "N", "N", "N", "N", "N", "H", "H", "H", "H", "H", "H", "H", "H", "H", "H", "H"],
  "xyz": [[-2.102, 0.308, -2.014], [-1.773, -1.001, -1.881], [-0.817, 0.119, -0.140], [2.363, 0.575, 0.867], [-1.759, 2.283, -0.620], [-0.771, -2.498, -0.153], [3.989, -0.145, 2.307], [0.180, 0.529, 1.782], [3.585, 0.365, 1.261], [-1.477, 0.951, -0.932], [-0.987, -1.048, -0.734], [1.337, 0.584, 1.720], [-2.666, 0.782, -2.815], [-1.953, -1.905, -2.436], [1.912, 0.986, -0.057], [-2.067, 2.331, 0.380], [-0.782, 2.873, -0.838], [-2.591, 2.700, -1.384], [-1.313, -3.071, -0.934], [0.266, -2.712, -0.137], [-1.220, -2.549, 0.842], [4.964, 0.011, 2.511], [3.680, -0.467, 3.405]],
  "nbo_charge": [-0.07, -0.08, 0.25, -0.04, -0.40, -0.38, -0.48, 0.17, -0.05, -0.37, -0.36, -0.04, 0.25, 0.24, 0.24, 0.22, 0.21, 0.23, 0.22, 0.21, 0.23, 0.39, 0.40],
  "e_lumo_ev": -4.306,
  "e_above_lowest_kj_mol": 563.67,
  "charge": 1,
  "homo_lumo_gap_ha": 0.3096
}